{
  "formula": "C3H24N2O11",
  "method": "ωB97M-V/def2-TZVPD",
  "total_charge": 0,
  "multiplicity": 1,
  "e_tot_ha": -1065.78762,
  "e_homo_ev": -9.58,
  "max_force_ha_per_bohr": 0.139,
  "smiles": "NC(=O)CNC=O.O.O.O.O.O.O.O.O.O",
  "homo_lumo_gap_ev": 9.46,
  "species": ["N", "C", "O", "C", "N", "C", "O", "H", "H", "H", "H", "H", "H", "O", "H", "H", "O", "H", "H", "O", "H", "H", "O", "H", "H", "O", "H", "H", "O", "H", "H", "O", "H", "H", "O", "H", "H", "O", "H", "H"],
  "coordinates": [[-1.5326, -2.4143, 1.9316], [-1.4789, -1.1894, 2.6136], [-1.2301, -0.9981, 3.7865], [-1.5685, 0.1728, 1.7033], [-0.6191, 0.0647, 0.5937], [-0.0360, 1.1991, 0.1717], [0.7921, 1.2756, -0.7508], [-1.2474, -3.2089, 2.4379], [-1.1397, -2.3012, 0.9871], [-2.6883, 0.2244, 1.3934], [-1.3070, 1.1104, 2.3322], [-0.6794, -0.8389, -0.0809], [-0.4100, 2.2743, 0.7678], [2.3836, 2.7062, 1.3285], [2.8083, 2.9036, 0.5934], [2.0023, 1.7854, 1.4103], [-0.4993, -2.1469, -1.0945], [0.3084, -2.1603, -1.5872], [-1.1404, -1.6790, -1.6562], [-2.4054, -0.6921, -2.2937], [-2.2256, -0.5823, -3.1702], [-3.3188, -0.7688, -2.1306], [-2.8077, 2.4088, -1.8794], [-3.2481, 1.7253, -1.4463], [-2.0248, 2.3957, -1.1524], [1.7867, -2.3385, 0.2523], [1.1872, -3.0008, -0.0561], [2.3352, -2.1176, -0.4867], [2.7322, -1.0238, -1.9057], [3.3904, -0.4589, -2.1516], [2.0547, -0.3904, -1.6554], [0.7261, -0.0710, -3.6181], [1.5422, -0.5687, -3.8928], [0.8652, -0.0641, -2.6547], [0.1031, 3.5201, 2.3909], [-0.0651, 2.5850, 2.6718], [0.8260, 3.5100, 1.6189], [1.9891, 0.0792, 1.4030], [2.2806, -0.2484, 2.2811], [1.5589, -0.6781, 0.9940]],
  "forces_ev_per_a": [[-0.219, 2.913, -0.837], [1.464, 2.068, -0.213], [-0.741, -1.100, -0.437], [-1.307, -1.142, 0.716], [-1.634, -1.115, -1.053], [-0.077, 2.453, -0.558], [-1.097, -0.510, 0.686], [0.447, -0.874, 0.671], [-0.469, -0.739, 0.653], [1.779, 0.213, 0.161], [-0.625, -2.038, -0.855], [0.811, 2.632, 1.683], [0.991, -3.132, -1.510], [-3.543, -1.250, 6.093], [2.866, 0.564, -5.493], [1.256, 0.947, -0.975], [-0.873, -0.236, 0.299], [0.770, 0.089, -0.522], [-0.532, -0.097, -0.364], [1.162, -0.488, 3.776], [0.485, 0.722, -3.844], [-1.649, -0.194, -0.078], [4.140, 1.399, 2.236], [-2.022, -2.034, 0.615], [-2.088, 0.732, -2.892], [-0.084, -0.081, 1.310], [-0.514, -0.719, -0.029], [0.962, 0.334, -0.844], [-2.587, -2.196, 0.798], [3.356, 2.129, -1.101], [-0.224, 0.297, 0.849], [1.225, -1.049, 0.096], [-1.252, 0.667, 0.077], [-0.777, 0.674, -0.610], [0.767, -0.603, -1.598], [0.732, 1.394, -0.400], [-1.532, -0.460, 2.734], [0.885, -0.048, 1.713], [-0.168, 0.250, -0.821], [-0.082, -0.371, -0.129]]
}